Record 1
{
  "formula": "C15H24LiO11S",
  "method": "wB97M-V/def2-TZVPD",
  "charge": -1,
  "e_tot_ha": -1819.21416,
  "orbital_gap_ev": 5.466,
  "relative_energy_kcal_mol": 42.42,
  "symbols": ["Li", "S", "O", "O", "O", "O", "C", "O", "H", "H", "H", "H", "C", "O", "H", "H", "H", "H", "C", "O", "H", "H", "H", "H", "C", "C", "C", "C", "C", "C", "O", "O", "H", "H", "H", "H", "H", "H", "C", "C", "C", "C", "C", "C", "O", "O", "H", "H", "H", "H", "H", "H"],
  "positions_angstrom": [[-1.2717, 1.7281, 0.9828], [-1.6057, 1.8046, -2.2363], [-0.2128, 2.2755, -2.4622], [-2.5382, 2.9394, -2.4595], [-1.8294, 0.7450, -3.1607], [-1.6449, 1.2784, -0.9196], [0.6377, 1.2834, 3.3507], [0.0397, 1.9966, 2.3607], [0.9578, 1.5298, 4.3093], [1.6263, 1.2631, 3.0249], [0.0269, 0.2544, 3.4043], [0.5650, 2.7546, 2.1173], [-3.1618, -0.2218, 3.0301], [-2.7434, 0.6031, 1.8672], [-2.2753, -0.2691, 3.6357], [-3.3289, -1.2733, 2.7721], [-4.0887, 0.1439, 3.5343], [-3.4900, 0.7263, 1.6203], [-2.7550, 4.3231, 2.1262], [-2.0718, 3.7950, 1.0572], [-2.3694, 3.9392, 3.1563], [-3.9231, 3.8736, 2.2589], [-2.8322, 5.3190, 2.1634], [-1.9534, 4.6237, 0.3910], [-0.8347, -4.4704, -0.8943], [-1.6471, -3.5024, -0.3375], [-1.2942, -2.2056, -0.4667], [-0.0776, -1.8776, -1.0744], [0.8980, -2.8390, -1.5817], [0.3867, -4.1722, -1.5382], [1.0941, -5.1307, -2.1568], [-2.2267, -1.1864, -0.2749], [-1.3033, -5.4331, -0.6363], [-2.5129, -3.7790, 0.2001], [0.1987, -0.7993, -1.2570], [1.9026, -2.5507, -2.0563], [1.0521, -6.1756, -1.9465], [-1.8880, -0.3381, -0.5343], [3.4646, -0.3121, -2.8338], [2.4275, 0.4960, -2.3041], [2.3734, 0.7979, -0.9549], [3.2240, 0.1593, 0.0149], [4.2364, -0.6411, -0.4486], [4.3951, -0.8547, -1.8822], [5.3874, -1.6547, -2.2795], [1.3462, 1.5535, -0.5982], [3.6320, -0.5684, -3.8068], [1.6247, 0.7683, -3.0387], [2.9414, 0.3507, 1.0115], [4.8258, -1.3040, 0.0816], [5.8452, -1.4561, -3.1517], [0.7712, 1.6898, -1.1791]],
  "atomic_forces_ev_per_a": [[-0.50, -0.06, -1.03], [0.74, 4.02, -5.85], [0.85, 0.69, 0.50], [0.17, -0.54, 1.10], [-1.11, -2.34, -1.55], [-0.52, -1.57, 6.88], [-0.55, -4.66, -0.79], [-2.28, 2.17, -0.25], [-1.48, 2.07, 2.55], [2.19, -1.97, -1.14], [1.97, 2.06, -0.12], [0.28, 0.36, -0.29], [1.03, -0.18, -0.53], [12.48, -3.46, 7.18], [-0.03, 0.32, 0.89], [-0.15, 0.25, -0.63], [0.99, 0.19, -0.34], [-14.18, 3.22, -6.60], [-3.11, -5.68, 3.67], [0.94, 3.15, -2.65], [0.03, 0.70, -1.76], [2.71, 1.19, -0.92], [-0.13, 3.83, -0.06], [-0.30, -3.60, 1.71], [-0.20, -0.20, 0.73], [0.79, -0.48, -0.03], [-0.08, 3.49, -1.63], [2.76, 0.36, -1.12], [-2.31, 0.06, 0.67], [-0.71, 0.43, 1.14], [1.85, -4.33, -0.91], [0.06, -3.23, 1.30], [1.20, -0.28, -0.94], [-0.99, -0.23, 0.27], [-0.64, -1.22, 0.40], [-1.86, -0.48, 0.82], [-0.66, 4.20, -0.04], [0.56, 1.59, -0.85], [0.83, 0.39, 5.60], [0.81, -1.14, -2.48], [0.14, -1.26, -0.52], [-1.14, 1.19, -2.51], [-0.66, 0.00, -3.78], [-2.65, 2.37, 0.33], [2.73, -1.41, -1.47], [7.98, -1.34, 11.06], [-0.11, -0.44, -2.66], [0.62, 0.36, 1.22], [0.12, -0.11, 1.23], [1.21, -0.76, 1.67], [-1.46, 0.06, 1.71], [-8.23, 2.28, -9.20]]
}

***

Record 2
{
  "formula": "H40O20",
  "method": "wB97M-V/def2-TZVPD",
  "e_tot_ha": -1528.84928,
  "orbital_gap_ev": 11.064,
  "relative_energy_kcal_mol": 21.14,
  "symbols": ["O", "H", "H", "O", "H", "H", "O", "H", "H", "O", "H", "H", "O", "H", "H", "O", "H", "H", "O", "H", "H", "O", "H", "H", "O", "H", "H", "O", "H", "H", "O", "H", "H", "O", "H", "H", "O", "H", "H", "O", "H", "H", "O", "H", "H", "O", "H", "H", "O", "H", "H", "O", "H", "H", "O", "H", "H", "O", "H", "H"],
  "positions_angstrom": [[1.8269, -1.3951, -0.9590], [0.9041, -1.0574, -0.8095], [1.7675, -2.3633, -0.9986], [2.3986, 2.3841, -0.2144], [2.1350, 1.4497, -0.3073], [2.7561, 2.4952, -1.1913], [2.9927, 2.2323, -2.6333], [2.1820, 2.5753, -3.0611], [2.8507, 1.2605, -2.7238], [0.8511, -3.8945, -0.7167], [0.0295, -3.6731, -1.1953], [0.5225, -3.7838, 0.1925], [-0.6294, 0.1631, 1.7228], [-1.4597, -0.3026, 1.9581], [-0.0408, -0.2885, 2.3405], [-2.7195, -1.3548, 2.5908], [-3.0879, -1.8340, 1.7702], [-3.5048, -0.8734, 2.8723], [-3.1362, -2.6628, 0.3448], [-3.0151, -3.6200, 0.3053], [-2.4918, -2.3523, -0.3225], [-0.0007, 2.5304, -1.2037], [-0.6967, 2.7990, -0.5829], [0.9445, 2.6671, -0.9154], [-0.6446, -0.3281, -0.8182], [-0.2702, 0.5732, -0.9938], [-0.6283, -0.2759, 0.1718], [-0.9527, 1.8498, -3.4955], [-0.8330, 1.9019, -2.5104], [-1.5196, 2.6230, -3.5786], [1.0209, 3.7116, 3.5980], [1.6592, 3.4748, 2.8957], [1.3416, 3.3602, 4.4347], [3.3915, 2.9226, 2.5320], [3.5361, 3.8580, 2.3514], [3.1808, 2.5988, 1.6294], [-1.7924, -4.9612, 1.0533], [-2.3524, -5.7212, 1.2201], [-1.2504, -4.7984, 1.8417], [2.7835, -0.2585, -3.3428], [1.9345, -0.2868, -3.8147], [2.7747, -1.1232, -2.9217], [-0.0468, -0.6708, -3.9276], [-0.6502, 0.0747, -4.1333], [-0.2701, -1.1782, -4.7356], [-3.0376, 2.8619, 1.8130], [-3.0134, 3.5904, 2.4366], [-2.4847, 2.1295, 2.1150], [-1.3288, 4.2784, 0.2577], [-0.5479, 4.1658, 0.8148], [-2.0316, 3.9786, 0.8763], [-1.4145, -2.5625, -1.7547], [-1.0350, -1.6753, -1.6607], [-1.6182, -2.6237, -2.6979], [-0.6869, -3.5182, 3.1308], [-1.4287, -2.8985, 3.0435], [0.0680, -2.9427, 3.2973], [1.8976, -1.0961, 1.6940], [2.1474, -1.2127, 0.7566], [2.7233, -0.9226, 2.1593]],
  "atomic_forces_ev_per_a": [[0.18, 0.58, 0.21], [0.64, -0.50, -0.56], [-0.43, -0.22, 0.15], [0.28, -0.43, -0.92], [0.23, 0.14, 0.66], [0.10, -0.01, 1.13], [-0.93, 0.54, -0.64], [0.56, 0.07, 0.11], [0.52, -0.34, -0.18], [-0.57, 0.01, 0.46], [0.14, -0.04, -0.27], [0.42, -0.27, -0.13], [-0.64, -0.23, 0.66], [-0.35, 0.16, -0.04], [0.81, 0.26, -0.37], [-0.99, -0.34, -0.91], [0.92, 0.04, 0.43], [0.12, 0.13, 0.45], [-0.20, 0.47, -0.27], [0.23, -0.06, 0.42], [-0.41, -0.17, -0.01], [0.14, -1.04, -0.55], [0.58, 0.73, 0.27], [-1.12, 0.19, 0.67], [0.72, 1.48, 0.39], [-0.48, -0.49, -0.42], [-0.20, -0.20, 0.11], [-0.62, 0.22, 0.66], [0.69, -0.22, -0.87], [-0.10, 0.04, -0.65], [-0.63, 0.35, -0.37], [-0.06, -0.27, 1.03], [0.26, -0.08, -0.39], [-0.13, 0.00, -0.97], [0.31, 0.11, 0.22], [0.14, -0.11, 0.26], [-0.06, -0.17, -0.33], [0.16, -0.21, 0.19], [-0.17, 0.09, 0.08], [-0.20, -0.27, -0.76], [-0.13, 0.16, 0.02], [0.11, 0.13, 0.63], [-1.03, -0.30, -1.66], [0.47, 0.54, 0.99], [0.68, -0.30, 0.62], [-0.41, -0.14, -0.38], [0.08, -0.32, 0.62], [0.14, 0.36, 0.27], [-0.24, -0.11, 0.78], [0.18, 0.34, -0.06], [0.18, -0.04, -0.74], [-0.14, -0.69, -0.77], [0.21, 0.51, 0.07], [-0.06, -0.09, 0.27], [-0.03, 0.29, 0.04], [-0.08, -0.04, 0.04], [0.14, -0.17, -0.08], [0.28, 0.03, 0.60], [-0.16, -0.06, -0.22], [-0.09, -0.01, 0.01]]
}